1.
Here is an isolated ion of composition C11H18P2 and charge +2 at a distorted geometry from OMol25. Energies are from ωB97M-V/def2-TZVPD.

CARTESIAN COORDINATES (ANGSTROEM)
1 C 0.185090 3.092808 -0.036543
2 C -1.186458 2.942502 0.040596
3 C 0.995798 1.973256 0.004088
4 C -1.735186 1.677809 0.124144
5 C 0.462853 0.688298 0.133546
6 C -0.921099 0.534486 0.156486
7 C 1.858274 -2.159502 0.788846
8 C 3.210748 0.270350 1.123577
9 C 2.392304 -0.630122 -1.598806
10 C -3.260599 -0.831825 1.446789
11 C -2.785795 -1.164273 -1.442636
12 P 1.905962 -0.540105 0.144920
13 P -1.974734 -0.983634 0.177968
14 H 0.634099 4.070254 -0.120178
15 H -1.835810 3.805679 0.033103
16 H 2.063255 2.114849 -0.055524
17 H -2.812933 1.584529 0.154117
18 H 1.624024 -3.000045 0.153510
19 H 1.919296 -2.322493 1.852800
20 H 2.788536 0.929773 1.881282
21 H 3.880589 0.827227 0.467122
22 H 3.795382 -0.503320 1.621910
23 H 3.212069 -1.341997 -1.701552
24 H 2.728019 0.349794 -1.942783
25 H 1.555976 -0.957083 -2.214992
26 H -3.604416 -1.826407 1.740919
27 H -4.125669 -0.296497 1.045480
28 H -2.880720 -0.327041 2.334559
29 H -2.094075 -1.534172 -2.198423
30 H -3.164517 -0.191501 -1.765593
31 H -3.615069 -1.868531 -1.358370

Cartesian forces (eV/Å) of the 3 atoms listed first:
0.006 -0.045 -0.039
-0.060 0.172 -0.006
-0.131 -0.113 0.068

Computed properties:
Energy above the lowest of the compared OMol25 structures with the same formula, charge and spin = 340.9 kJ/mol
Net charge = +2
Kohn-Sham gap (spin up / spin down) = 0.259 / 0.302 Ha
Lowest unoccupied orbital energy (spin up / spin down) = -0.36931 / -0.32591 Ha
E_tot = -1111.9583 Ha

---

2.
Here is C26H43BrN6P2Pt as an isolated structure at a distorted geometry from OMol25. Energies are from ωB97M-V/def2-TZVPD.

CARTESIAN COORDINATES (ANGSTROEM)
1 N 5.259227 -4.886197 -4.940724
2 C 5.853898 -3.824514 -4.398969
3 C 5.138233 -2.821524 -3.727340
4 C 3.731638 -2.953756 -3.576934
5 C 3.127458 -4.053472 -4.221225
6 C 3.940413 -5.010918 -4.858939
7 C 2.971563 -2.130766 -2.559812
8 Pt 1.061348 -1.075617 -2.357086
9 P -1.663101 -1.707120 1.804137
10 C 1.889877 -2.822825 -1.822072
11 C 1.905718 -2.956266 -0.342466
12 C 0.950373 -3.780311 0.282169
13 C 0.804892 -3.740782 1.678487
14 C 1.343572 -2.662683 2.389029
15 C 2.410876 -1.952616 1.782025
16 C 2.772819 -2.189148 0.446446
17 Br 0.659917 -0.188415 2.560823
18 H 3.638958 -1.435771 -2.028521
19 H 1.502346 -3.737787 -2.295435
20 H 5.682450 -1.990638 -3.281962
21 H 2.054737 -4.225007 -4.178885
22 H 6.940907 -3.768968 -4.484050
23 H 3.491034 -5.911645 -5.285887
24 H 0.336988 -4.453438 -0.330297
25 H 3.637354 -1.683036 -0.006464
26 H 0.355470 -4.570445 2.234332
27 H 2.959440 -1.234231 2.391834
28 P -1.094447 -0.466406 -2.569025
29 C -1.294574 -1.752188 3.582975
30 C -1.194039 -2.839696 4.566056
31 H -1.161759 -0.770615 4.089541
32 H 1.011810 -2.477391 3.406369
33 H -0.170334 -2.878169 4.994632
34 H -1.828694 -2.547908 5.434552
35 H -1.470758 -3.856977 4.237941
36 C -2.464595 -3.460574 1.623540
37 C -3.867543 -3.708761 2.153840
38 H -1.741414 -4.148693 2.076843
39 H -2.438422 -3.659641 0.537933
40 H -4.157234 -4.738547 1.905565
41 H -3.927460 -3.610159 3.242215
42 H -4.621181 -3.057969 1.701718
43 C -3.227902 -0.609876 1.978292
44 C -3.876033 -0.297109 3.336514
45 H -3.982705 -1.138479 1.366891
46 H -2.961879 0.337556 1.466923
47 H -4.484379 0.615070 3.240946
48 H -4.564313 -1.091436 3.646099
49 H -3.165884 -0.116491 4.151900
50 C -1.704332 1.181326 -2.026406
51 C -2.829248 1.799633 -2.841791
52 H -0.839271 1.843290 -2.060102
53 H -1.969355 1.069206 -0.963976
54 H -2.514017 2.046286 -3.864217
55 H -3.717533 1.161624 -2.897881
56 H -3.120465 2.741038 -2.359693
57 C -2.469842 -1.496520 -1.938710
58 C -2.315737 -3.002662 -2.061354
59 H -3.375645 -1.148640 -2.459445
60 H -2.580904 -1.207724 -0.878317
61 H -2.094849 -3.316164 -3.086534
62 H -1.523592 -3.374793 -1.402847
63 H -3.254536 -3.487024 -1.762956
64 C -1.115319 -0.359051 -4.374796
65 C -0.169785 0.762428 -4.805739
66 H -2.147827 -0.220584 -4.706931
67 H -0.736596 -1.331251 -4.712151
68 H 0.639543 0.356660 -5.428830
69 H -0.692246 1.529934 -5.395130
70 H 0.324243 1.270134 -3.957870
71 N 1.314513 4.135241 -0.658831
72 N 1.625351 2.792675 -0.829733
73 N 2.384771 2.145183 0.081289
74 C 2.370163 0.913299 -0.436186
75 N 1.645703 0.765966 -1.540868
76 N 1.200971 2.042527 -1.839412
77 H 0.402821 4.355027 -1.059788
78 H 1.383969 4.408459 0.319196
79 H 2.868194 0.143479 0.088595

Cartesian forces (eV/Å) of the 3 atoms listed first:
0.350 -0.229 0.005
-0.746 0.341 0.083
-0.689 -0.196 0.170

Computed properties:
Energy above the lowest of the compared OMol25 structures with the same formula, charge and spin = 252.1 kJ/mol
Net charge = +2
2S+1 = 3
Kohn-Sham gap (spin up / spin down) = 0.216 / 0.177 Ha
Lowest unoccupied orbital energy (spin up / spin down) = -0.27687 / -0.31583 Ha
E_tot = -4720.2656 Ha

---

3.
Here is C37H49N6O3PtS2 as an isolated structure at a distorted geometry from OMol25. Energies are from ωB97M-V/def2-TZVPD.

CARTESIAN COORDINATES (ANGSTROEM)
1 Pt 0.355238 1.249907 0.767398
2 C 5.572398 -0.334176 -5.868821
3 C 5.113019 0.013898 -4.493314
4 C 5.772608 0.995501 -3.744258
5 C 5.385079 1.295360 -2.452681
6 C 4.322282 0.591517 -1.902104
7 C 3.646300 -0.397227 -2.616554
8 C 4.038384 -0.671477 -3.909511
9 S 3.887604 0.774632 -0.213533
10 O 4.755976 1.670179 0.484370
11 O 3.636694 -0.524400 0.320399
12 N 2.356729 1.532247 -0.224011
13 C 2.322528 2.858470 -0.428085
14 C 3.347710 3.664697 -0.983726
15 C 3.135647 5.024075 -1.070065
16 C 1.933031 5.556695 -0.618856
17 C 0.963200 4.689182 -0.092848
18 N 1.146890 3.392735 -0.014015
19 H 5.995826 0.525301 -6.385109
20 H 4.768467 -0.762535 -6.463847
21 H 6.363078 -1.087896 -5.809536
22 H 6.618972 1.514829 -4.175043
23 H 5.927329 2.025248 -1.863572
24 H 2.847425 -0.945330 -2.132184
25 H 3.525350 -1.436695 -4.477236
26 H 4.277709 3.222616 -1.304513
27 H 3.900347 5.668423 -1.482847
28 H 1.740703 6.619432 -0.672513
29 H 0.023707 5.069209 0.286887
30 C -6.204467 -1.515802 -0.295858
31 C -4.946051 -2.377832 -0.160962
32 C -4.879247 -3.363390 -1.346523
33 C -5.022090 -3.175975 1.152339
34 C -3.681830 -1.548821 -0.199294
35 C -3.643923 -0.244082 -0.699761
36 C -2.479851 0.488139 -0.630785
37 N -1.344024 -0.000887 -0.121621
38 C -1.327443 -1.281942 0.274471
39 C -2.466508 -2.065773 0.254651
40 C -0.068595 -1.784533 0.839347
41 C 0.317670 -3.099967 0.704872
42 C 1.427717 -3.592383 1.402500
43 C 2.042356 -2.696597 2.269164
44 C 1.654612 -1.370144 2.282377
45 N 0.639059 -0.894745 1.563872
46 C 1.952654 -4.994260 1.176391
47 C 2.776233 -5.500108 2.361637
48 C 2.855902 -4.897273 -0.073666
49 C 0.811135 -5.982558 0.899158
50 H -7.081567 -2.154080 -0.207144
51 H -6.264532 -1.023156 -1.267501
52 H -6.258805 -0.763019 0.494027
53 H -5.758571 -4.006746 -1.319761
54 H -3.990698 -3.994083 -1.290272
55 H -4.870689 -2.834473 -2.300671
56 H -6.013418 -3.616658 1.242418
57 H -4.859577 -2.537224 2.022935
58 H -4.301157 -3.993635 1.179491
59 H -4.521791 0.205352 -1.140752
60 H -2.437996 1.500338 -1.012551
61 H -2.411267 -3.075456 0.636235
62 H -0.258538 -3.738957 0.051262
63 H 2.860889 -2.998151 2.905844
64 H 2.187774 -0.677684 2.915245
65 H 3.688636 -4.920877 2.510617
66 H 3.079735 -6.529737 2.179050
67 H 2.194124 -5.490951 3.285228
68 H 3.680158 -4.201222 0.094675
69 H 2.282467 -4.561173 -0.940571
70 H 3.271856 -5.879651 -0.296638
71 H 0.079928 -5.977335 1.710018
72 H 1.210224 -6.992160 0.819338
73 H 0.300159 -5.766320 -0.039746
74 C 2.703523 2.139544 3.609503
75 S 0.937719 2.159032 3.258050
76 C 0.316854 0.870858 4.352437
77 H 3.186527 1.259152 3.187640
78 H 2.836648 2.166668 4.691019
79 H 3.132363 3.035585 3.165522
80 H 0.303880 1.271158 5.367185
81 H 0.941517 -0.015942 4.316450
82 H -0.699394 0.638050 4.042141
83 N -1.397508 2.548029 1.263706
84 C -2.283420 3.237657 0.949031
85 N -3.314579 3.971545 0.700387
86 C -4.679004 3.499482 1.001308
87 C -5.551829 3.695180 -0.240323
88 O -5.483125 5.023414 -0.697113
89 C -4.182180 5.413624 -1.060000
90 C -3.246173 5.332593 0.149167
91 H -5.084458 4.094941 1.821809
92 H -4.652571 2.451231 1.294826
93 H -6.591086 3.501936 0.017683
94 H -5.237411 2.994964 -1.028302
95 H -4.244731 6.444440 -1.402705
96 H -3.792876 4.783738 -1.872331
97 H -3.592538 6.035983 0.909136
98 H -2.227032 5.578694 -0.139592

Cartesian forces (eV/Å) of the 3 atoms listed first:
-0.702 -0.088 -0.202
0.157 -0.121 -0.109
-0.115 0.023 0.230

Computed properties:
Energy above the lowest of the compared OMol25 structures with the same formula, charge and spin = 83.3 kJ/mol
Net charge = +3
2S+1 = 5
Kohn-Sham gap (spin up / spin down) = 0.309 / 0.156 Ha
Lowest unoccupied orbital energy (spin up / spin down) = -0.28264 / -0.43416 Ha
E_tot = -2908.2053 Ha

---

4.
Here is C46H38CdN4O3P as an isolated structure at a distorted geometry from OMol25. Energies are from ωB97M-V/def2-TZVPD.

CARTESIAN COORDINATES (ANGSTROEM)
1 Cd -1.880935 -0.482118 -1.951583
2 O -1.858913 -2.645446 -2.702702
3 C -1.087558 -3.614241 -3.053429
4 C -1.632375 -4.928870 -3.122984
5 C -0.884989 -5.986157 -3.571355
6 C 0.451573 -5.776098 -3.968215
7 C 1.076223 -4.568476 -3.842213
8 C 0.275746 -3.440252 -3.476125
9 C 0.800927 -2.146336 -3.636060
10 N 0.167186 -1.017334 -3.422507
11 C 0.961575 0.171457 -3.756985
12 C 0.115634 1.398912 -3.693882
13 N -0.647685 1.500353 -2.390494
14 C -0.931788 2.673487 -1.971702
15 C -1.505191 2.995791 -0.719445
16 C -1.851017 4.329757 -0.563563
17 C -2.576402 4.747498 0.527552
18 C -2.926770 3.829497 1.516315
19 C -2.525535 2.525386 1.438890
20 C -1.720081 2.061969 0.323866
21 O -1.343971 0.831819 0.310887
22 H -2.688037 -5.008086 -2.903747
23 H -1.309638 -6.973510 -3.676183
24 H 1.037927 -6.633608 -4.256216
25 H 2.163675 -4.429314 -3.959813
26 H 1.880491 -2.111223 -3.756386
27 H 1.456705 0.080054 -4.761739
28 H 1.846101 0.308093 -3.108320
29 H -0.613468 1.397601 -4.526443
30 H 0.669385 2.303784 -3.801825
31 H -0.782780 3.572769 -2.617264
32 H -1.590516 5.060537 -1.301994
33 H -2.878624 5.783421 0.566182
34 H -3.532464 4.140200 2.368227
35 H -2.826845 1.744420 2.146263
36 C -2.799801 -3.092560 1.914265
37 C -4.143749 -2.842109 2.146441
38 C -4.834320 -2.052648 1.233577
39 C -4.181261 -1.521922 0.124260
40 N -2.851732 -1.789141 -0.068450
41 C -2.214518 -2.605895 0.770702
42 C -4.804749 -0.670678 -0.940869
43 C -6.216342 -0.661638 -1.072813
44 C -6.797452 0.273972 -1.925593
45 C -5.962747 1.202599 -2.548575
46 C -4.584843 1.099938 -2.492916
47 C -4.028283 0.044371 -1.793885
48 H -2.178516 -3.820084 2.460277
49 H -4.688832 -3.265293 2.988677
50 H -5.861491 -1.809817 1.442087
51 H -1.153202 -2.832626 0.596029
52 H -6.855974 -1.371515 -0.521596
53 H -7.862920 0.347137 -2.027344
54 H -6.370031 2.040777 -3.067396
55 H -3.973424 1.825139 -3.064417
56 O 1.221609 -3.824453 0.790989
57 N 2.590559 -3.383287 1.125265
58 C 2.666541 -2.183039 0.693801
59 C 3.891752 -1.489558 0.961958
60 C 5.114096 -2.171605 0.948587
61 C 6.311831 -1.478856 1.066274
62 C 6.261077 -0.100756 1.223643
63 C 5.092008 0.588444 1.457631
64 C 3.886557 -0.085688 1.257139
65 P 2.368648 0.795725 1.433948
66 C 1.952455 0.704124 3.182433
67 C 0.600558 0.898503 3.417675
68 C 0.115745 0.832250 4.726779
69 C 1.032340 0.821877 5.778325
70 C 2.390268 0.624349 5.523393
71 C 2.851069 0.622166 4.222569
72 C 2.829475 2.528347 1.273806
73 C 2.279873 3.481955 2.122395
74 C 2.827532 4.771132 2.055151
75 C 3.751297 5.140572 1.103022
76 C 4.195772 4.204206 0.212899
77 C 3.694496 2.904520 0.272747
78 H 1.238912 -4.723074 1.200199
79 H 1.813702 -1.778320 0.098198
80 H 5.053457 -3.265043 0.735854
81 H 7.260247 -2.006326 1.043334
82 H 7.159227 0.544678 1.057994
83 H 5.048388 1.583930 1.869065
84 H -0.064417 0.963766 2.581921
85 H -0.947018 0.788022 4.900256
86 H 0.661748 0.914031 6.798959
87 H 3.088858 0.560583 6.347130
88 H 3.930585 0.497333 4.011076
89 H 1.445828 3.292147 2.818735
90 H 2.431487 5.498825 2.780591
91 H 4.065364 6.168794 1.064570
92 H 4.943541 4.382048 -0.537649
93 H 4.001157 2.183934 -0.458130

Cartesian forces (eV/Å) of the 3 atoms listed first:
0.084 0.045 0.450
0.584 -0.965 -0.198
-0.663 1.094 -0.169

Computed properties:
Energy above the lowest of the compared OMol25 structures with the same formula, charge and spin = 0.0 kJ/mol
Net charge = -1
Kohn-Sham gap = 0.239 Ha
Lowest unoccupied orbital energy = 0.08586 Ha
E_tot = -2729.4757 Ha